# 1
The following is a DFT calculation (ωB97M-V with the def2-TZVPD basis set) of 2 unconnected molecules or ions with the total composition C4H8N3.

Structure (XYZ):
```
15
Properties=species:S:1:pos:R:3:forces:R:3:mulliken_charge:R:1
N 2.17323 -0.47340 0.39156 1.987 -2.084 0.848 -0.34
H 1.48393 1.38655 0.68621 -1.389 -1.051 -0.363 0.27
H -0.93716 2.11288 0.17089 -0.045 -1.714 0.213 0.36
C 1.17894 0.37870 0.29689 0.549 3.535 -2.004 -0.18
N -0.19077 0.05487 0.14791 1.292 -1.770 -0.236 0.26
H 3.10604 -0.14792 0.81205 -2.209 -0.952 -1.153 0.27
H -0.30381 -2.18186 -0.17644 -0.637 1.857 0.432 0.27
C -2.34478 0.41906 0.29630 -2.163 -0.332 -0.380 -0.34
H 1.29604 1.14259 -1.70597 -0.149 -0.318 1.263 -0.01
H -3.38433 0.91814 0.30900 1.998 -1.280 0.116 0.34
N -2.10526 -0.96505 0.19243 0.351 1.720 -0.550 -0.04
H 2.10635 -1.37135 -0.10346 0.668 0.726 0.524 0.20
C -0.78104 -1.16115 -0.01168 0.079 -0.913 1.004 -0.06
C -1.14956 1.00468 0.21374 -0.402 3.202 0.452 -0.23
H -2.86296 -1.61760 0.15578 0.071 -0.625 -0.165 0.22
```
Forces are in eV/Å.

Its charge is +1. The value obtained for the HOMO energy (alpha / beta) is -11.20 / -12.80 eV. As for the spin multiplicity: 1.



# 2
The following is a DFT calculation (ωB97M-V with the def2-TZVPD basis set) of a molecular structure, C3H8CoO3.

Structure (XYZ):
```
15
Properties=species:S:1:pos:R:3:forces:R:3:lowdin_spin:R:1
O 0.07374 2.16970 0.44583 1.602 -1.120 0.258 0.47
H -0.17625 -1.97898 1.48800 0.027 -0.013 -0.307 0.00
H -0.62244 1.61647 -1.45131 -0.427 0.225 1.465 0.02
H 3.22723 -0.07197 -0.93063 0.304 -0.355 -0.187 0.02
C -1.17233 0.16282 0.08222 -0.957 0.159 0.093 0.01
H 1.08178 -2.27193 0.23844 -0.289 0.085 0.029 0.00
Co 1.43035 0.88376 0.48632 0.693 1.315 -1.336 2.96
C 0.08098 -1.86642 0.42405 0.061 -1.127 0.488 0.01
C -0.93138 1.60905 -0.34118 -0.799 -0.697 -1.517 0.04
H -1.89360 2.14560 -0.23673 0.573 0.063 -0.080 0.01
H -1.55964 0.11294 1.11446 -0.011 0.039 -0.350 0.00
H -1.85338 -0.36199 -0.60532 0.210 0.185 0.220 0.00
O 2.86620 0.74691 -0.59241 -1.523 0.471 1.390 0.39
O 0.10263 -0.49456 0.07179 0.292 0.535 -0.291 0.08
H -0.65391 -2.40138 -0.19353 0.244 0.234 0.127 0.00
```
Forces are in eV/Å.

Its charge is +1. The value obtained for the HOMO energy (alpha / beta) is -15.83 / -14.93 eV. As for the spin multiplicity: 5.



# 3
The following is a DFT calculation (ωB97M-V with the def2-TZVPD basis set) of a molecular structure, C22H42BaCl3N2O4SSi.

Structure (XYZ):
```
76
Properties=species:S:1:pos:R:3:forces:R:3:mulliken_charge:R:1
Cl -3.79209 0.21772 0.44298 -0.220 0.107 0.045 -0.25
H -2.14622 -0.04884 2.85513 0.227 0.078 0.007 0.20
H 3.75469 -2.54952 0.00894 0.004 0.025 -0.157 0.20
H -2.92369 -2.14621 -0.73865 0.315 -0.243 -0.001 0.49
Cl 2.24505 0.22917 -1.27619 -1.664 0.391 -1.426 -0.77
H 2.88977 -1.28382 -3.79092 0.053 0.021 0.350 0.32
H 3.89314 -3.99036 -3.02572 0.012 0.012 0.219 0.32
H -2.69881 -1.00738 -4.65872 0.125 -0.170 -0.121 0.30
Si -1.20810 1.41554 -3.32459 3.077 -1.778 1.717 0.84
H 0.53878 2.81063 -2.03749 -0.076 0.122 0.256 0.13
H -2.14232 3.30876 -1.94866 -0.045 -0.492 -0.289 0.26
H 1.21522 2.12848 -3.47329 0.187 -0.012 -0.239 0.17
H -1.78663 0.63635 -5.70952 0.103 0.077 0.148 0.42
H -2.58568 -2.63560 -5.38758 -0.081 0.152 -0.070 0.35
C -1.05059 -1.47905 -2.59381 -2.008 -2.641 -0.722 -1.46
C -2.02000 -1.83220 -4.90645 0.139 -0.160 -0.443 -1.37
H -0.94717 6.83916 1.25461 0.000 -0.282 0.164 0.33
H 0.09904 3.50683 -3.60507 0.033 0.399 -0.188 0.38
H -3.40197 2.06616 -2.05242 0.158 -0.052 -0.007 0.52
H 1.66664 -3.48206 0.58547 -0.382 -0.149 -0.242 0.02
H -0.10034 0.58076 -5.16517 -0.332 0.087 0.074 0.28
H -1.05074 -4.72648 -5.53692 0.055 0.256 -0.128 0.32
N 3.59352 -2.18072 -2.00811 0.883 -0.160 0.687 0.28
H 0.44491 -1.33467 4.40511 0.128 -0.156 -0.057 0.48
O 4.66836 -0.78886 -0.46383 -0.390 -1.396 -0.171 -0.68
H -1.61261 3.77904 0.83467 0.470 -0.081 -0.105 0.18
C 0.31818 2.58808 -3.07482 -0.758 -1.115 0.123 -0.93
H -1.27640 -1.47774 -5.63160 -0.172 -0.019 0.061 0.23
H 1.15660 5.99661 2.89562 0.160 -0.086 0.060 0.35
H -2.15772 5.61587 1.73513 0.257 0.201 0.101 0.32
C -0.53345 3.80799 1.10296 1.048 -1.009 -0.253 -0.22
H -0.92324 -5.71210 -4.10288 -0.019 -0.162 -0.218 0.40
C -1.43072 -4.83700 -4.51900 -0.072 -0.324 0.372 -1.79
C 3.23756 -3.57171 -2.24991 -0.320 -0.048 0.042 -0.90
C 1.15091 5.07474 2.31603 0.140 0.080 -0.304 -0.73
H -0.59198 -2.57695 3.63115 0.130 0.176 -0.173 0.35
O -0.86927 -0.15401 -2.77413 0.030 4.213 -0.791 -0.47
C 0.27882 -1.92562 3.49842 -0.102 0.100 0.493 -1.34
H -0.30695 -4.55328 1.71005 -0.044 0.444 -0.118 0.40
H 4.15025 -0.37827 -2.90674 0.021 -0.197 -0.124 0.31
C -1.92326 -2.47821 -0.45506 -0.198 0.228 -0.030 -0.29
H 1.39597 4.22445 2.96028 -0.026 0.087 0.004 0.19
N -0.18875 4.91774 1.78017 -0.677 -0.122 -0.106 0.15
H 4.54718 -1.88432 -3.83059 0.192 0.115 -0.042 0.38
Ba 2.86976 1.70389 0.72222 0.087 0.812 0.696 1.77
H 2.19893 -3.68131 -2.60116 0.247 0.129 0.109 0.25
C -1.16975 -3.73588 -3.54154 0.384 -0.652 0.014 -0.26
C -1.15121 6.00306 1.94331 0.037 -0.037 -0.102 -0.93
H -1.11050 6.39500 2.96893 -0.087 -0.198 -0.225 0.34
H -0.86484 0.36278 4.05292 -0.123 0.249 -0.196 0.42
H 1.88421 5.13151 1.50232 -0.014 -0.007 0.137 0.17
C -1.02142 1.18623 -5.15840 -0.569 0.412 -1.184 -1.21
C 3.81366 -1.36941 -3.20455 0.015 -0.250 0.207 -1.14
H -2.47879 -5.13491 -4.59930 -0.477 -0.087 -0.230 0.30
H -2.59788 -3.66568 1.22967 0.193 0.027 -0.342 0.31
H 1.15894 -2.53139 3.26692 -0.213 0.165 -0.123 0.32
H 1.27225 -2.05047 -1.42837 -0.239 -0.178 0.217 -0.29
O 0.24800 2.87252 0.82878 -1.161 1.296 0.735 -0.33
C -2.31422 2.21510 -2.02375 -0.866 0.546 0.024 -0.90
C -1.12893 0.33703 2.98859 -0.011 -0.133 0.471 -0.77
H -3.67736 0.13285 -0.83786 0.169 -0.096 0.092 0.21
S 0.00840 -0.77453 2.14834 0.533 0.222 -0.913 1.02
Cl 3.26916 4.41535 -0.46586 0.126 -0.060 0.245 -0.80
C 4.02929 -1.81106 -0.76445 0.814 0.727 -0.686 0.37
C 0.64568 -3.24271 0.25509 0.015 -0.784 0.697 -0.69
H -1.02921 1.32268 2.52442 0.019 -0.276 -0.024 -0.02
C -1.39003 -2.38748 -3.66956 0.674 1.496 2.251 1.53
H 3.35532 -4.14330 -1.31857 -0.068 0.097 -0.327 0.33
C 0.44398 -2.43667 -0.84184 0.009 0.747 -0.008 1.52
C -1.74983 -3.32701 0.62381 0.701 -0.653 0.510 -1.09
H -0.79059 2.08709 -5.74547 -0.122 0.013 0.356 0.41
H -1.93330 1.79600 -1.07525 -0.019 -0.005 -0.443 -0.13
C -0.45351 -3.78252 0.94346 -0.244 0.275 -0.043 -0.65
H -0.78057 -4.09563 -2.59668 0.170 0.065 -0.012 0.24
O 1.32326 -0.01709 2.03400 -0.423 -0.143 0.654 -0.73
C -0.84017 -2.05313 -1.23535 0.086 -0.238 -0.952 0.74
```
Forces are in eV/Å.

Its charge is -1. The value obtained for the HOMO energy (alpha / beta) is -0.65 / -0.65 eV. As for the spin multiplicity: 1.



# 4
The following is a DFT calculation (ωB97M-V with the def2-TZVPD basis set) of a gas-phase ion, H2NO2S (charge -1).

Structure (XYZ):
```
6
Properties=species:S:1:pos:R:3:forces:R:3:mulliken_charge:R:1
H -1.55980 -0.12949 0.53966 2.419 -0.860 -0.867 0.05
H 1.28776 -0.52074 1.20900 0.694 0.655 0.261 0.28
S -0.19461 -0.87160 0.09903 -3.257 -0.904 3.668 0.61
O -0.24242 -1.97132 1.15134 -0.032 1.198 -1.944 -0.68
N 1.03840 0.01091 0.37298 -0.174 -0.208 -0.485 -0.70
O -0.53707 -1.24029 -1.25156 0.350 0.119 -0.633 -0.57
```
Forces are in eV/Å.

Its charge is -1. The value obtained for the HOMO energy is -4.51 eV. Its structure (SMILES) is N=[S@H](=O)[O-]. As for the spin multiplicity: 1.



The records above yield ΔE to the lowest compared entry with this formula, charge and spin values of 526.2, 0.0, 391.0, 101.9 kJ/mol, respectively.